1.
{"formula": "C49H47F6N4O7PS2Sr", "method": "the ωB97M-V functional and the def2-TZVPD basis", "spin_multiplicity": 2, "total_charge": -1, "lumo_energy_ha": [0.06443, -0.07885], "symbols": ["Sr", "C", "C", "C", "O", "C", "C", "O", "C", "O", "C", "C", "C", "C", "C", "C", "C", "C", "C", "C", "C", "C", "C", "O", "C", "C", "C", "C", "C", "C", "C", "C", "C", "C", "C", "C", "H", "H", "H", "H", "H", "H", "H", "H", "H", "H", "H", "H", "H", "H", "H", "H", "H", "H", "H", "H", "H", "H", "H", "H", "H", "H", "H", "H", "N", "C", "C", "C", "C", "C", "C", "S", "O", "O", "N", "C", "N", "C", "C", "C", "N", "H", "H", "H", "H", "H", "H", "H", "H", "H", "F", "P", "F", "F", "F", "F", "F", "C", "C", "C", "C", "C", "C", "C", "S", "C", "O", "H", "H", "H", "H", "H", "H", "H", "H", "H", "H"], "positions_angstrom": [[12.51, 16.06, 12.89], [14.74, 19.46, 14.02], [13.66, 20.24, 13.31], [14.30, 21.55, 12.82], [13.05, 19.54, 12.22], [11.65, 19.79, 12.31], [11.38, 19.96, 13.82], [12.59, 20.58, 14.21], [11.10, 18.65, 14.68], [12.05, 17.70, 14.50], [9.65, 18.13, 14.49], [9.34, 16.77, 14.34], [8.02, 16.34, 14.30], [7.00, 17.26, 14.49], [7.29, 18.60, 14.66], [8.60, 19.03, 14.67], [11.19, 18.97, 16.18], [11.38, 20.25, 16.72], [11.44, 20.38, 18.09], [11.29, 19.28, 18.91], [11.09, 18.00, 18.39], [11.06, 17.86, 17.03], [10.91, 18.72, 11.37], [11.14, 17.43, 11.67], [9.38, 18.80, 11.37], [8.74, 20.00, 11.52], [7.35, 20.02, 11.48], [6.64, 18.85, 11.31], [7.27, 17.62, 11.23], [8.65, 17.59, 11.29], [11.54, 18.95, 9.98], [10.79, 19.59, 9.00], [11.39, 19.86, 7.80], [12.69, 19.48, 7.54], [13.41, 18.72, 8.48], [12.81, 18.43, 9.68], [15.51, 19.19, 13.31], [14.34, 18.58, 14.51], [15.20, 20.08, 14.79], [15.14, 21.33, 12.16], [14.71, 22.08, 13.67], [13.60, 22.19, 12.30], [11.51, 20.79, 11.88], [10.54, 20.65, 13.99], [10.15, 16.04, 14.32], [7.77, 15.30, 14.16], [5.96, 16.94, 14.48], [6.50, 19.33, 14.78], [8.81, 20.07, 14.87], [11.48, 21.08, 16.02], [11.62, 21.36, 18.52], [11.31, 19.41, 19.98], [10.94, 17.15, 19.04], [10.97, 16.88, 16.56], [9.31, 20.91, 11.64], [6.84, 20.97, 11.55], [5.57, 18.91, 11.25], [6.67, 16.72, 11.11], [9.19, 16.65, 11.30], [9.78, 19.90, 9.21], [10.81, 20.41, 7.06], [13.14, 19.73, 6.59], [14.41, 18.39, 8.20], [13.32, 17.86, 10.44], [11.24, 7.69, 9.77], [11.96, 8.80, 10.07], [12.73, 9.45, 9.08], [13.49, 10.54, 9.42], [13.51, 10.98, 10.74], [12.75, 10.37, 11.73], [11.96, 9.30, 11.40], [14.51, 12.35, 11.20], [14.78, 12.16, 12.60], [15.55, 12.63, 10.23], [13.42, 13.57, 11.27], [12.76, 14.04, 10.19], [11.98, 15.10, 10.37], [11.25, 15.57, 9.34], [11.36, 15.02, 8.08], [12.20, 13.92, 7.99], [12.92, 13.45, 9.00], [11.03, 7.49, 8.79], [10.58, 7.33, 10.46], [12.71, 9.08, 8.06], [14.07, 11.09, 8.70], [12.86, 10.74, 12.74], [11.36, 8.82, 12.16], [10.57, 16.38, 9.57], [10.85, 15.44, 7.22], [12.34, 13.40, 7.04], [13.47, 16.51, 16.59], [14.84, 16.99, 17.43], [16.20, 17.42, 18.22], [14.06, 16.70, 18.83], [15.34, 15.38, 17.33], [14.30, 18.52, 17.39], [15.57, 17.25, 15.96], [10.05, 11.16, 15.57], [11.09, 12.24, 15.32], [11.94, 12.69, 16.37], [12.93, 13.62, 16.11], [13.20, 13.99, 14.80], [12.53, 13.37, 13.77], [11.28, 12.78, 14.04], [14.76, 15.03, 14.59], [16.02, 13.81, 14.97], [15.20, 15.36, 13.21], [9.52, 11.29, 16.51], [10.55, 10.19, 15.60], [9.34, 11.13, 14.76], [11.85, 12.27, 17.37], [13.56, 14.06, 16.88], [12.71, 13.54, 12.59], [10.53, 12.62, 13.25], [15.88, 13.01, 14.25], [15.97, 13.46, 15.99], [16.96, 14.34, 14.82]]}



2.
{"formula": "C49H47FNO16PS", "method": "the ωB97M-V functional and the def2-TZVPD basis", "spin_multiplicity": 1, "smiles": "CC(=O)OCCCC[C@]1(CCF)C(=O)O[C@@H]([PH2]=S)[C@H]1CN.O=C1C=CC(=O)C=C1.O=C1C=CC(=O)C=C1.O=C1C=CC(=O)C=C1.O=C1C=CC(=O)C=C1.O=C1C=CC(=O)C=C1.O=C1C=CC(=O)C=C1", "lumo_energy_ha": -0.07269, "de_lowest_kj_mol": 0.00, "symbols": ["C", "C", "O", "O", "C", "C", "C", "C", "C", "C", "C", "F", "C", "O", "O", "C", "P", "S", "C", "C", "N", "H", "H", "H", "H", "H", "H", "H", "H", "H", "H", "H", "H", "H", "H", "H", "H", "H", "H", "H", "H", "H", "H", "H", "C", "C", "C", "O", "C", "C", "C", "O", "H", "H", "H", "H", "C", "C", "C", "O", "C", "C", "C", "O", "H", "H", "H", "H", "C", "C", "C", "O", "C", "C", "C", "O", "H", "H", "H", "H", "C", "C", "C", "O", "C", "C", "C", "O", "H", "H", "H", "H", "C", "C", "C", "O", "C", "C", "C", "O", "H", "H", "H", "H", "C", "C", "C", "O", "C", "C", "C", "O", "H", "H", "H", "H"], "positions_angstrom": [[7.09, 2.78, 0.54], [5.73, 3.16, 0.05], [5.23, 4.25, 0.22], [5.13, 2.19, -0.68], [4.37, 2.72, -1.78], [2.90, 3.08, -1.50], [2.27, 2.58, -0.19], [1.07, 1.66, -0.39], [-0.25, 2.24, -0.88], [-1.32, 1.14, -0.53], [-2.38, 0.85, -1.55], [-3.34, 0.05, -0.91], [-0.33, 2.39, -2.40], [0.09, 1.64, -3.25], [-0.93, 3.59, -2.69], [-0.35, 4.44, -1.67], [-0.76, 6.22, -1.85], [-0.85, 6.81, -3.71], [-0.63, 3.65, -0.40], [-2.09, 3.84, 0.05], [-2.31, 3.46, 1.45], [7.25, 1.72, 0.46], [7.18, 3.10, 1.57], [7.81, 3.26, -0.11], [4.88, 3.62, -2.10], [4.45, 2.01, -2.58], [2.31, 2.68, -2.32], [2.79, 4.16, -1.57], [2.96, 2.06, 0.46], [1.94, 3.44, 0.37], [1.36, 0.83, -1.03], [0.86, 1.22, 0.58], [-0.77, 0.22, -0.40], [-1.78, 1.35, 0.42], [-2.01, 0.25, -2.37], [-2.92, 1.72, -1.91], [0.71, 4.44, -1.92], [0.34, 6.81, -1.20], [-1.88, 6.55, -1.08], [-0.07, 4.08, 0.42], [-2.37, 4.88, -0.05], [-2.74, 3.29, -0.61], [-1.45, 3.22, 1.91], [-2.95, 2.68, 1.50], [-2.64, -3.31, 3.71], [-3.95, -3.52, 3.76], [-4.82, -3.25, 2.59], [-6.02, -3.44, 2.64], [-4.18, -2.72, 1.36], [-2.87, -2.51, 1.31], [-1.99, -2.78, 2.48], [-0.80, -2.58, 2.43], [-1.98, -3.50, 4.55], [-4.44, -3.91, 4.64], [-4.83, -2.53, 0.52], [-2.38, -2.12, 0.42], [-5.69, -1.91, -3.74], [-5.47, -0.85, -2.96], [-6.29, 0.38, -3.08], [-6.09, 1.34, -2.38], [-7.37, 0.38, -4.10], [-7.60, -0.67, -4.88], [-6.77, -1.90, -4.76], [-6.97, -2.86, -5.47], [-5.10, -2.81, -3.67], [-4.69, -0.83, -2.21], [-7.96, 1.29, -4.17], [-8.38, -0.69, -5.63], [-8.37, -5.66, 2.49], [-8.63, -5.74, 1.19], [-9.07, -7.01, 0.57], [-9.31, -7.08, -0.62], [-9.22, -8.19, 1.45], [-8.96, -8.12, 2.75], [-8.51, -6.84, 3.38], [-8.28, -6.77, 4.56], [-8.04, -4.74, 2.96], [-8.53, -4.89, 0.53], [-9.54, -9.11, 0.98], [-9.06, -8.97, 3.42], [2.14, -2.18, 2.84], [1.74, -0.95, 3.15], [2.59, 0.24, 2.87], [2.20, 1.36, 3.13], [3.90, 0.00, 2.23], [4.31, -1.22, 1.93], [3.46, -2.41, 2.21], [3.83, -3.53, 1.92], [1.54, -3.05, 3.03], [0.77, -0.75, 3.60], [4.50, 0.88, 2.04], [5.27, -1.42, 1.47], [10.92, 2.15, 4.23], [9.83, 1.57, 3.73], [8.48, 1.96, 4.20], [7.49, 1.43, 3.74], [8.38, 3.01, 5.24], [9.47, 3.58, 5.74], [10.83, 3.20, 5.27], [11.82, 3.72, 5.73], [11.92, 1.89, 3.90], [9.88, 0.81, 2.97], [7.39, 3.27, 5.57], [9.43, 4.35, 6.50], [3.71, -1.84, -5.53], [2.73, -2.47, -6.18], [1.31, -2.33, -5.75], [0.42, -2.89, -6.34], [1.03, -1.46, -4.58], [2.01, -0.84, -3.93], [3.43, -0.98, -4.36], [4.32, -0.40, -3.77], [4.75, -1.93, -5.82], [2.91, -3.10, -7.04], [-0.01, -1.36, -4.29], [1.83, -0.20, -3.08]]}